60
Properties=species:S:1:pos:R:3:forces:R:3 method="wB97M-V/def2-TZVPD" lumo_ev=-4.42 multiplicity=1 orbital_gap_ev=7.15 charge=+1
C -2.443 -0.092 -0.100 0.16 0.43 -0.34
C -1.490 0.745 0.318 0.47 -0.12 0.33
C -0.433 1.264 -0.659 -1.72 1.37 -0.49
N 0.552 2.122 0.021 0.09 0.42 0.09
C 0.173 3.554 0.056 -1.29 0.34 -0.74
C 0.561 4.231 -1.292 0.81 0.67 0.25
C 1.796 5.184 -1.142 -0.75 -0.62 0.12
I -1.125 5.340 -2.105 0.34 -0.41 0.15
C 1.645 1.662 0.518 -0.53 -0.23 -0.49
N 1.926 0.316 0.389 0.75 0.07 0.14
P 1.450 -0.685 1.794 -0.84 0.01 1.74
C 0.262 -2.001 1.203 1.21 0.21 -0.90
C 2.983 -1.654 2.202 -0.01 -0.39 -1.13
C 3.496 -2.506 1.003 -0.26 -0.01 0.65
N 2.492 2.642 1.153 1.06 -0.68 0.79
S 4.162 2.530 0.751 3.00 1.37 -3.00
C 5.024 1.097 1.393 -0.12 -0.50 0.85
O 4.835 3.722 1.138 -0.84 0.03 2.17
O 4.197 2.424 -0.680 -1.47 -1.50 0.01
S 2.167 2.874 2.805 -2.16 -1.42 1.50
O 0.825 2.472 2.984 -0.76 0.74 -0.73
O 3.073 2.202 3.652 1.57 1.02 -0.55
F 2.202 4.415 2.944 0.75 -0.69 -0.42
H -2.881 0.128 -1.081 0.67 -1.23 -0.28
H -2.718 -0.962 0.495 -1.23 0.86 0.26
H -1.472 1.076 1.363 1.01 -0.93 0.01
H -0.966 1.928 -1.366 0.44 -0.11 0.02
H 0.031 0.489 -1.267 0.21 -0.03 0.58
H -0.924 3.569 0.108 0.32 -0.24 0.29
H 0.519 4.087 0.940 0.23 -0.20 -0.27
H 0.822 3.483 -2.048 -0.37 0.02 0.23
H 2.427 5.056 -2.025 0.04 0.30 0.29
H 2.328 4.881 -0.232 0.21 0.20 -0.38
H 1.474 6.223 -1.025 0.21 -0.22 -0.07
H 2.879 0.150 0.071 -0.15 0.02 -0.17
H 0.671 -2.973 1.504 -0.38 0.16 0.12
H 0.250 -1.998 0.101 -0.17 -0.06 0.30
H -0.737 -1.808 1.591 0.23 -0.10 0.05
H 2.681 -2.338 3.010 -0.07 0.30 -0.15
H 3.767 -1.019 2.629 -0.36 0.03 -0.14
H 4.473 -2.944 1.239 -0.19 0.12 -0.23
H 3.546 -1.945 0.058 0.15 -0.15 0.25
H 2.783 -3.330 0.864 0.31 0.15 -0.20
H 6.087 1.368 1.351 -0.38 0.26 -0.21
H 4.866 0.206 0.777 -0.13 0.39 -0.08
H 4.797 0.855 2.437 -0.14 0.37 -0.22
C -4.631 -3.917 -3.310 -0.15 -0.08 -0.09
C -3.953 -3.422 -2.271 0.22 0.02 -0.49
C -4.492 -3.488 -0.875 -0.54 -0.22 0.36
O -3.817 -3.035 0.037 0.31 0.13 -0.23
C -5.800 -4.087 -0.670 0.31 0.17 0.12
C -6.486 -4.582 -1.710 -0.32 -0.06 0.55
C -5.937 -4.540 -3.104 0.42 0.15 -0.39
O -6.590 -5.019 -4.008 -0.23 -0.07 0.21
O -7.686 -5.135 -1.563 0.28 0.05 -0.50
O -2.754 -2.840 -2.415 -0.17 0.00 0.41
H -4.251 -3.876 -4.321 0.01 -0.01 0.01
H -6.184 -4.113 0.340 -0.02 -0.03 -0.02
H -7.964 -5.413 -2.458 -0.09 -0.04 0.06
H -2.485 -2.575 -1.516 0.01 -0.04 -0.02

***

136
Properties=species:S:1:pos:R:3:forces:R:3 method="wB97M-V/def2-TZVPD" lumo_ev=0.13 multiplicity=1 orbital_gap_ev=8.00 charge=0 smiles="CCCCCCC[C@@]([PH2]=N)([C@H](C[C@H](O)CN)O[C@H](OC[C@@H](C)CC(C)C)[C@@H](Br)CC)N(Br)P(C)O.CN(C)C=O.CN(C)C=O.CN(C)C=O.CN(C)C=O"
C -4.108 1.847 10.754 0.06 -0.03 0.06
C -3.122 3.019 10.583 -0.07 0.09 0.04
C -2.946 3.480 9.129 0.00 -0.04 -0.06
C -1.764 2.822 8.401 -0.18 -0.20 0.02
C -2.034 2.561 6.911 0.01 0.18 -0.01
C -0.789 2.645 6.008 0.01 -0.12 0.00
C -0.896 3.645 4.842 -0.03 -0.05 -0.02
C -1.411 3.087 3.495 0.06 -0.02 0.33
P -1.643 4.597 2.405 -0.21 0.18 0.11
N -2.304 5.798 3.166 -0.03 -0.09 -0.09
C -0.393 2.166 2.786 0.26 0.01 -0.09
C 1.067 2.673 2.769 -0.12 -0.17 0.17
C 1.966 1.950 3.768 0.01 0.12 0.02
O 3.081 2.814 3.968 0.13 -0.10 -0.05
C 2.414 0.557 3.301 -0.04 -0.11 -0.04
N 1.636 -0.571 3.815 -0.21 0.08 -0.04
O -0.875 2.029 1.456 -0.33 0.08 -0.15
C -0.945 0.783 0.842 0.25 -0.08 -0.33
O -0.070 0.831 -0.254 -0.02 -0.20 0.47
C 0.132 -0.426 -0.901 0.04 -0.02 -0.39
C 1.584 -0.542 -1.382 -0.20 0.22 0.07
C 2.107 0.823 -1.834 0.00 -0.07 -0.18
C 2.503 -1.159 -0.318 -0.05 -0.11 -0.18
C 2.678 -2.685 -0.402 -0.07 0.08 0.09
C 3.966 -3.139 0.311 -0.05 -0.04 0.11
C 1.462 -3.420 0.167 -0.07 -0.04 -0.05
C -2.414 0.502 0.473 0.03 -0.10 -0.01
Br -2.891 1.502 -1.137 -0.07 0.11 -0.01
C -2.839 -0.961 0.277 -0.03 0.06 -0.10
C -2.318 -1.990 1.299 0.05 0.02 -0.04
N -2.744 2.460 3.690 -0.10 0.05 -0.67
Br -2.788 0.632 4.081 -0.06 0.03 0.29
P -4.219 3.200 3.063 0.21 -0.09 0.26
C -4.980 3.748 4.616 0.03 -0.11 0.05
O -5.209 1.904 2.830 0.18 -0.08 -0.29
H -4.527 1.536 9.796 0.03 -0.03 0.00
H -3.642 0.974 11.212 0.02 -0.01 -0.04
H -4.945 2.125 11.396 -0.02 0.00 -0.03
H -2.148 2.740 10.994 0.02 0.07 -0.03
H -3.462 3.865 11.183 -0.02 -0.03 0.02
H -3.861 3.255 8.571 -0.04 0.03 0.08
H -2.839 4.567 9.099 0.05 -0.02 -0.08
H -0.868 3.440 8.510 -0.02 -0.01 0.09
H -1.560 1.868 8.898 0.17 0.03 -0.04
H -2.503 1.581 6.808 -0.08 0.03 -0.02
H -2.776 3.282 6.560 0.04 0.05 -0.03
H -0.542 1.649 5.631 0.02 0.01 0.02
H 0.064 2.948 6.622 0.00 0.01 -0.03
H -1.576 4.451 5.128 0.02 0.02 -0.01
H 0.072 4.128 4.682 0.00 -0.04 -0.03
H -2.223 4.144 1.217 0.08 -0.06 -0.05
H -0.312 4.810 2.021 0.06 0.02 -0.02
H -3.143 6.141 2.713 0.04 0.06 0.07
H -0.388 1.189 3.278 -0.13 0.01 -0.04
H 1.152 3.734 2.988 -0.05 0.01 -0.09
H 1.443 2.508 1.758 0.04 0.07 0.01
H 1.426 1.840 4.720 0.05 -0.03 0.01
H 3.767 2.329 4.444 -0.12 0.09 -0.05
H 2.386 0.523 2.211 0.15 0.01 0.00
H 3.464 0.424 3.587 -0.03 0.00 0.05
H 1.127 -0.319 4.656 0.10 -0.06 0.02
H 0.952 -0.897 3.144 0.04 0.03 0.01
H -0.597 -0.017 1.515 -0.12 0.12 0.17
H -0.111 -1.252 -0.227 0.05 0.05 0.06
H -0.543 -0.512 -1.758 -0.03 0.11 0.03
H 1.535 -1.186 -2.263 0.16 -0.15 0.11
H 1.458 1.260 -2.597 -0.02 0.04 0.05
H 2.167 1.525 -1.002 0.00 -0.01 0.00
H 3.102 0.717 -2.271 -0.01 -0.01 0.03
H 3.490 -0.694 -0.391 -0.01 0.01 0.00
H 2.104 -0.915 0.674 0.14 0.08 0.05
H 2.739 -2.943 -1.464 0.12 0.01 0.01
H 4.572 -2.294 0.642 0.01 0.01 -0.07
H 3.737 -3.728 1.202 0.01 0.02 -0.01
H 4.590 -3.759 -0.336 -0.01 -0.01 0.02
H 0.598 -3.334 -0.493 0.01 0.04 0.02
H 1.676 -4.483 0.304 -0.01 0.01 -0.04
H 1.195 -3.008 1.147 0.04 -0.06 0.02
H -3.020 0.990 1.232 0.11 -0.19 0.18
H -2.554 -1.267 -0.729 0.04 -0.04 0.01
H -3.930 -0.967 0.288 0.01 0.03 -0.04
H -1.832 -1.534 2.160 -0.11 0.03 0.07
H -3.135 -2.607 1.672 0.00 0.02 0.04
H -1.590 -2.665 0.847 0.03 0.04 -0.01
H -5.167 2.894 5.270 -0.03 -0.01 0.02
H -5.914 4.275 4.413 0.02 -0.03 0.01
H -4.274 4.429 5.093 -0.07 0.06 -0.03
H -5.146 1.572 1.922 -0.07 0.14 0.21
C -0.728 -3.919 -3.049 0.01 0.02 -0.07
O -0.120 -2.882 -2.830 -0.10 -0.02 0.06
N -0.520 -4.707 -4.111 0.01 -0.01 -0.02
C -1.267 -5.929 -4.328 0.10 -0.02 0.03
C 0.499 -4.313 -5.077 -0.06 0.02 0.04
H -1.515 -4.295 -2.372 0.01 0.00 0.00
H -0.586 -6.780 -4.370 -0.04 -0.02 -0.03
H -1.820 -5.886 -5.268 -0.01 0.01 0.00
H -1.973 -6.073 -3.511 -0.01 0.01 0.00
H 1.473 -4.247 -4.592 0.02 0.01 -0.03
H 0.263 -3.334 -5.489 0.09 -0.01 -0.08
H 0.545 -5.052 -5.873 0.00 -0.03 0.02
C 1.423 -8.970 -5.232 0.07 0.01 0.01
O 1.384 -7.885 -5.780 -0.10 0.03 0.01
N 2.236 -9.263 -4.197 -0.01 0.02 0.02
C 2.256 -10.568 -3.575 0.00 0.00 -0.01
C 3.119 -8.220 -3.704 0.00 -0.01 0.00
H 0.787 -9.817 -5.540 0.01 0.00 -0.01
H 1.989 -10.505 -2.519 -0.01 0.00 0.00
H 3.243 -11.027 -3.655 0.00 0.00 -0.01
H 1.535 -11.215 -4.075 0.00 -0.01 0.01
H 2.545 -7.358 -3.360 -0.01 0.00 0.01
H 3.791 -7.878 -4.491 0.00 -0.01 0.00
H 3.702 -8.617 -2.876 0.00 0.01 0.00
C 1.824 -0.572 -7.431 0.04 -0.01 0.01
O 1.956 -1.774 -7.281 -0.04 0.01 0.00
N 1.086 0.220 -6.633 -0.02 0.02 0.02
C 0.966 1.647 -6.849 -0.03 -0.08 0.04
C 0.393 -0.395 -5.515 0.03 -0.02 -0.02
H 2.314 -0.021 -8.253 0.00 0.00 0.00
H 1.337 2.214 -5.996 0.02 0.01 -0.01
H -0.077 1.922 -7.028 0.01 0.02 -0.01
H 1.555 1.929 -7.720 0.00 0.01 0.00
H 1.099 -0.887 -4.844 -0.04 -0.01 0.04
H -0.305 -1.152 -5.876 -0.04 0.01 0.04
H -0.156 0.369 -4.969 0.01 0.01 0.01
C 2.875 4.828 -7.537 0.00 0.02 0.03
O 2.470 4.464 -6.451 0.01 0.00 -0.03
N 2.187 5.636 -8.370 -0.03 -0.01 -0.01
C 2.709 6.045 -9.654 0.00 0.00 0.01
C 0.879 6.104 -7.945 0.01 0.01 -0.01
H 3.856 4.523 -7.940 0.00 0.00 0.00
H 2.810 7.131 -9.710 0.01 0.00 0.01
H 2.059 5.716 -10.467 0.00 -0.01 0.00
H 3.693 5.602 -9.800 0.00 0.01 -0.01
H 0.955 6.671 -7.017 0.01 0.00 0.00
H 0.206 5.265 -7.768 0.00 -0.01 -0.01
H 0.465 6.740 -8.724 -0.01 0.00 0.01

***

72
Properties=species:S:1:pos:R:3:forces:R:3 method="wB97M-V/def2-TZVPD" lumo_ev=-0.36 multiplicity=1 orbital_gap_ev=3.18 charge=-1
C 3.043 2.288 0.784 0.12 0.47 -0.15
C 2.527 1.214 1.699 -0.07 0.10 -0.11
O 1.192 0.899 1.267 0.90 0.41 0.17
C 0.794 -0.252 1.843 -1.33 -1.66 0.72
C -0.475 -0.856 1.428 0.82 1.05 -0.69
C -0.428 -2.368 1.474 0.16 -0.41 0.38
C 0.708 -2.879 0.555 -0.28 0.38 0.14
C 0.836 -4.395 0.550 0.12 0.28 -0.24
C 1.136 -4.890 1.958 -0.12 0.00 0.11
C 0.044 -4.412 2.925 -0.15 -0.26 -0.05
C -0.150 -2.907 2.877 0.06 0.11 0.14
C -1.359 -0.320 0.426 1.19 -1.73 1.20
O -2.227 -1.006 -0.106 -0.58 0.57 -0.66
O -1.148 0.981 0.055 -0.12 0.77 -1.08
C -0.948 1.097 -1.375 -0.50 -0.50 0.73
C -0.544 2.513 -1.686 0.56 0.28 -0.16
O 1.544 -0.800 2.676 -0.12 1.13 -0.78
H 4.119 2.410 0.936 0.00 0.01 -0.05
H 2.864 2.018 -0.265 0.06 0.07 0.23
H 2.574 3.256 0.990 -0.05 -0.13 -0.15
H 3.158 0.314 1.633 -0.27 0.38 0.12
H 2.486 1.543 2.750 0.21 -0.16 -0.30
H -1.392 -2.755 1.124 0.14 0.04 -0.05
H 0.581 -2.449 -0.449 0.00 -0.23 0.09
H 1.629 -2.468 0.989 0.04 -0.01 -0.26
H -0.094 -4.835 0.170 0.05 -0.09 0.09
H 1.637 -4.670 -0.139 0.04 -0.21 -0.06
H 1.223 -5.983 1.965 -0.08 0.03 0.09
H 2.111 -4.502 2.299 -0.22 0.02 -0.17
H -0.906 -4.892 2.666 0.02 -0.24 -0.01
H 0.311 -4.726 3.937 -0.12 -0.03 0.10
H 0.767 -2.415 3.208 -0.38 -0.30 0.20
H -0.967 -2.556 3.517 0.06 -0.26 0.19
H -0.145 0.394 -1.655 -0.27 0.12 -0.06
H -1.871 0.802 -1.896 0.23 -0.02 0.13
H -0.742 2.745 -2.739 0.04 -0.04 0.10
H -1.080 3.241 -1.067 0.18 -0.20 -0.04
H 0.536 2.610 -1.520 -0.28 0.27 0.10
F -1.227 3.116 1.681 -0.55 0.78 1.06
C -2.112 3.404 2.687 0.59 -0.57 -1.47
F -1.406 3.803 3.752 -0.36 -0.16 -0.62
F -2.903 4.422 2.279 0.51 -0.61 0.48
S -3.010 1.790 2.946 -0.55 1.35 1.35
N -4.522 2.398 3.369 -1.59 1.18 0.86
S -5.021 3.830 4.996 1.57 -2.28 1.04
C -5.831 5.519 5.063 -0.25 -0.47 -0.84
C -5.213 6.445 5.892 0.37 0.26 0.03
C -5.639 7.782 5.849 -0.35 -0.32 -0.38
C -6.658 8.150 4.957 -0.01 -0.22 0.04
C -7.354 7.177 4.231 0.32 -0.12 0.39
C -6.962 5.837 4.320 -0.09 0.05 -0.33
O -5.771 2.927 5.838 0.04 0.94 -0.68
O -3.621 4.076 5.250 -0.90 0.47 0.11
S -5.837 2.303 2.368 1.45 0.52 -1.24
C -5.247 3.158 0.925 -0.69 0.11 -0.58
C -5.814 4.378 0.536 0.45 -0.17 -0.03
C -5.441 4.926 -0.692 0.22 0.05 -0.14
C -4.476 4.302 -1.500 0.01 -0.17 0.38
C -3.871 3.120 -1.049 -0.06 0.36 -0.20
C -4.293 2.525 0.139 0.21 -0.19 -0.21
O -6.052 0.941 1.981 -0.24 0.21 0.43
O -6.879 3.118 2.949 0.18 -0.31 0.38
H -4.405 6.119 6.544 -0.05 0.22 -0.25
H -5.174 8.541 6.480 -0.04 -0.34 -0.19
H -6.925 9.199 4.822 0.06 -0.27 0.21
H -8.193 7.455 3.591 0.27 -0.10 0.22
H -7.518 5.061 3.799 0.31 0.16 -0.04
H -6.487 4.899 1.214 -0.04 -0.20 -0.29
H -5.887 5.867 -1.020 0.09 -0.25 0.11
H -4.177 4.738 -2.466 -0.20 -0.19 0.61
H -3.047 2.676 -1.614 -0.58 0.04 0.17
H -3.859 1.577 0.459 -0.16 0.23 -0.34

***

20
Properties=species:S:1:pos:R:3:forces:R:3 method="wB97M-V/def2-TZVPD" lumo_ev=0.11 relative_energy_ev=1.893 multiplicity=1 orbital_gap_ev=10.61 charge=0 smiles="CCC(=O)O.O.O.O"
O 0.023 -0.120 2.615 0.85 2.39 0.45
C 0.813 0.800 2.347 -2.03 -4.98 -1.38
O 1.646 0.571 1.328 -0.36 -2.36 -2.49
C 1.046 2.078 2.911 -1.24 5.36 -0.66
C 2.105 2.923 2.206 3.05 0.67 -1.88
H 1.313 -0.297 0.852 0.95 2.34 1.73
H 1.319 2.054 3.915 0.22 -0.56 1.84
H 0.164 2.847 2.887 0.74 -2.22 0.19
H 2.852 2.329 1.636 -0.52 -0.25 0.69
H 2.826 3.369 2.973 -1.48 0.33 -1.09
H 1.834 3.589 1.267 -0.16 -0.72 2.60
H -1.266 -0.390 -4.393 -0.17 2.61 0.54
H -1.925 1.116 -4.259 0.66 -1.06 0.03
O -1.135 0.565 -4.059 -0.48 -1.67 -0.56
H -2.171 -3.135 -2.972 -0.92 -1.21 0.05
H -2.981 -4.486 -2.745 0.28 -0.14 0.50
O -2.880 -3.734 -3.320 0.68 1.33 -0.45
H -0.674 -1.255 -2.098 -0.02 1.07 -0.56
H -0.193 -1.996 -0.850 -1.52 -0.51 -1.99
O -0.765 -2.102 -1.689 1.45 -0.44 2.43